1.
The following is a DFT calculation (ωB97M-V with the def2-TZVPD basis set) of a structure of composition C35H44CeFN9O7 in a non-equilibrium geometry.

```
! RIJCOSX wB97M-V def2-TZVPD def2/J DEFGRID3
* xyz 2 1
Ce -1.932 -0.596 1.554
C -4.956 1.697 1.427
C -5.314 0.352 0.831
N -4.156 -0.251 0.151
C -3.830 0.323 -1.158
C -2.931 1.530 -1.037
C -2.939 2.556 -1.969
C -2.049 3.603 -1.807
C -1.182 3.600 -0.723
C -1.230 2.539 0.163
C -0.297 2.428 1.347
N -0.932 1.748 2.478
C -1.813 2.600 3.297
C -3.159 2.833 2.638
N -3.774 1.561 2.271
N -2.095 1.532 0.000
H -5.820 2.099 1.965
H -4.724 2.415 0.636
H -6.157 0.460 0.142
H -5.615 -0.340 1.618
H -4.317 -1.247 0.046
H -4.730 0.584 -1.722
H -3.296 -0.442 -1.726
H -3.640 2.536 -2.793
H -2.044 4.427 -2.508
H -0.492 4.417 -0.554
H 0.088 3.416 1.617
H 0.553 1.810 1.049
H -0.201 1.373 3.075
H -1.335 3.562 3.506
H -1.957 2.087 4.247
H -3.047 3.424 1.726
H -3.785 3.426 3.314
H -4.007 1.047 3.116
C 1.625 -3.079 -5.583
C 2.110 -3.438 -4.191
N 1.542 -2.561 -3.148
C 0.474 -2.981 -2.463
C -0.183 -2.261 -1.499
C -1.329 -2.961 -0.830
O -1.503 -4.142 -1.021
O -2.074 -2.201 -0.065
C 0.287 -0.968 -1.161
O -0.183 -0.244 -0.256
C 1.435 -0.482 -1.940
C 1.955 0.791 -1.691
C 3.049 1.230 -2.374
F 3.568 2.439 -2.077
C 3.680 0.445 -3.353
C 3.162 -0.806 -3.608
C 2.049 -1.291 -2.905
N 4.839 0.858 -4.075
C 4.978 2.257 -4.454
C 5.971 2.366 -5.593
N 7.295 1.804 -5.130
C 7.150 0.374 -4.667
C 6.098 0.315 -3.580
H 2.082 -3.741 -6.318
H 1.875 -2.051 -5.848
H 0.543 -3.192 -5.655
H 3.196 -3.403 -4.113
H 1.818 -4.451 -3.926
H 0.119 -3.981 -2.681
H 1.501 1.411 -0.931
H 3.624 -1.392 -4.390
H 5.308 2.893 -3.622
H 4.023 2.649 -4.801
H 6.140 3.397 -5.896
H 5.668 1.770 -6.452
H 7.640 2.373 -4.352
H 7.995 1.874 -5.869
H 8.126 0.036 -4.325
H 6.845 -0.195 -5.543
H 6.450 0.860 -2.689
H 5.971 -0.726 -3.290
O -3.647 -1.785 2.530
N -3.606 -2.082 3.790
N -2.880 -1.308 4.454
O -2.241 -0.298 3.895
C -2.748 -1.507 5.888
C -3.623 -2.352 6.553
C -3.449 -2.532 7.914
C -2.425 -1.879 8.589
C -1.566 -1.037 7.899
C -1.722 -0.844 6.533
H -4.418 -2.853 6.021
H -4.123 -3.186 8.451
H -2.300 -2.025 9.653
H -0.767 -0.528 8.420
H -1.058 -0.198 5.978
C 0.265 -3.311 3.696
O -0.388 -2.314 2.879
C 0.267 -1.156 2.515
O 1.382 -0.859 2.818
H -0.168 -3.275 4.694
H 1.330 -3.099 3.742
H 0.078 -4.278 3.239
*
```

The value obtained for the HOMO-LUMO gap (alpha / beta) is 7.448 / 7.447 eV. Its HOMO energy (alpha / beta) is -12.1 / -12.1 eV. The value obtained for the LUMO energy (alpha / beta) is -4.70 / -4.70 eV.

Need the Mulliken charges? In units of e they are: 0.636 -0.765 -1.091 -0.021 -1.576 0.800 -1.121 -0.741 -1.013 1.001 -1.710 -0.011 -0.989 -0.830 0.049 1.490 0.531 0.362 0.443 0.384 0.429 0.494 0.302 0.573 0.466 0.589 0.532 0.366 0.337 0.539 0.232 0.336 0.606 0.299 -1.006 -1.009 0.288 -0.243 0.065 -0.107 -0.710 -0.337 0.390 -0.013 0.723 -0.431 0.221 -0.356 -1.423 -0.905 0.402 0.353 -0.542 -0.948 -0.161 -0.724 -0.485 0.388 0.315 0.336 0.442 0.472 0.583 0.426 0.624 0.432 0.476 0.427 0.362 0.398 0.351 0.402 0.360 0.254 0.453 -0.252 -0.876 0.870 0.130 0.267 -0.420 -0.639 -0.516 -0.876 -0.061 0.489 0.407 0.418 0.402 0.414 -0.872 0.114 0.283 -0.621 0.247 0.344 0.280

2.
The following is a DFT calculation (ωB97M-V with the def2-TZVPD basis set) of a structure of composition C35H44FGe2NO4PtSb.

```
! RIJCOSX wB97M-V def2-TZVPD def2/J DEFGRID3
* xyz 0 2
Pt 0.149 -0.006 0.428
O -2.051 -0.970 -0.064
C -2.257 -1.876 -0.874
C -1.431 -2.300 -1.966
C -1.877 -3.419 -2.683
C -1.148 -3.905 -3.731
C 0.060 -3.291 -4.120
C 0.511 -2.199 -3.444
C -0.204 -1.644 -2.334
O 0.259 -0.615 -1.746
N -1.628 -5.067 -4.459
O -0.976 -5.450 -5.413
O -2.656 -5.599 -4.080
H -3.189 -2.457 -0.759
H -2.803 -3.907 -2.407
H 0.613 -3.705 -4.951
H 1.438 -1.715 -3.719
F -2.177 5.758 -0.185
C -1.283 4.746 -0.174
C -0.405 4.646 0.890
C 0.501 3.600 0.904
C 0.551 2.670 -0.140
C 1.470 1.511 -0.090
C -0.356 2.808 -1.195
C -1.275 3.846 -1.221
H -0.439 5.384 1.681
H 1.199 3.505 1.729
H 2.362 1.710 0.500
H 1.764 1.188 -1.092
H -0.331 2.091 -2.008
H -1.976 3.966 -2.036
C 0.376 2.428 4.641
C -1.018 2.303 4.045
Sb -1.269 0.744 2.588
C -1.886 -0.822 3.918
C -2.019 -2.184 3.248
C -3.151 1.391 1.785
C -4.160 1.868 2.821
H 0.412 3.221 5.391
H 1.119 2.658 3.877
H 0.694 1.504 5.123
H -1.326 3.227 3.554
H -1.760 2.085 4.817
H -2.825 -0.502 4.375
H -1.140 -0.845 4.715
H -2.765 -2.166 2.453
H -2.311 -2.948 3.970
H -1.075 -2.498 2.795
H -3.525 0.545 1.209
H -2.913 2.182 1.070
H -4.386 1.092 3.555
H -5.103 2.146 2.346
H -3.801 2.743 3.365
C 5.509 -1.985 1.092
Ge 4.206 -0.780 0.241
C 3.812 -1.410 -1.573
C 5.038 1.006 0.137
Ge 2.103 -0.945 1.470
C 1.669 -2.878 1.486
C 2.404 -3.724 2.321
C 2.171 -5.092 2.339
C 1.195 -5.643 1.517
C 0.461 -4.819 0.678
C 0.703 -3.451 0.666
C 2.359 -0.531 3.377
C 1.652 -1.241 4.348
C 1.897 -1.044 5.700
C 2.857 -0.124 6.105
C 3.567 0.593 5.152
C 3.320 0.384 3.801
H 6.462 -1.921 0.564
H 5.164 -3.019 1.056
H 5.676 -1.714 2.136
H 4.681 -1.290 -2.223
H 2.973 -0.855 -1.994
H 3.537 -2.466 -1.549
H 6.106 0.879 -0.044
H 4.920 1.590 1.050
H 4.618 1.583 -0.689
H 3.162 -3.312 2.980
H 2.750 -5.730 2.995
H 1.014 -6.710 1.528
H -0.295 -5.238 0.025
H 0.129 -2.824 -0.007
H 0.913 -1.975 4.043
H 1.344 -1.612 6.438
H 3.054 0.028 7.158
H 4.318 1.310 5.460
H 3.891 0.949 3.070
*
```

The value obtained for the HOMO-LUMO gap (alpha / beta) is 6.194 / 7.677 eV. Its HOMO energy (alpha / beta) is -6.7 / -8.4 eV. The value obtained for the LUMO energy (alpha / beta) is -0.51 / -0.70 eV.

Need the Mulliken charges? In units of e they are: 3.536 -0.423 -0.482 0.764 -0.615 -0.636 -0.549 -0.570 0.330 -0.691 1.031 -0.642 -0.634 0.296 0.533 0.512 0.457 -0.362 0.435 -0.794 0.114 -0.722 -1.605 -0.001 -0.912 0.481 0.352 0.682 0.759 0.438 0.471 -0.843 -0.886 -0.548 -0.675 -1.129 -0.344 -1.219 0.417 0.117 0.149 0.395 0.633 0.729 0.383 0.276 0.398 0.194 0.294 0.243 0.280 0.434 0.284 -1.329 1.189 -1.250 -1.303 -1.448 0.191 -0.067 -0.795 -0.668 -0.430 -0.438 0.546 0.092 -0.911 -0.664 -0.598 -0.704 0.472 0.390 0.366 0.536 0.152 0.396 0.449 0.370 0.364 0.501 0.405 0.394 0.493 -0.046 0.775 0.389 0.360 0.417 0.268

3.
The following is a DFT calculation (ωB97M-V with the def2-TZVPD basis set) of a cluster of 2 separate species, C35H44N2O5 in total in a non-equilibrium geometry.

```
! RIJCOSX wB97M-V def2-TZVPD def2/J DEFGRID3
* xyz 0 1
C 2.398 -1.550 3.205
C 0.907 -1.358 3.175
O 0.643 -0.053 2.636
C -0.686 0.184 2.588
C -1.124 1.553 2.318
C -2.591 1.852 2.503
C -3.506 0.894 1.742
C -4.988 1.201 1.966
C -5.358 1.157 3.448
C -4.423 2.011 4.308
C -2.942 1.792 4.007
C -0.245 2.699 2.537
O -0.701 3.831 2.728
O 1.084 2.486 2.497
C 1.829 3.694 2.744
C 3.251 3.301 3.016
O -1.477 -0.743 2.787
H 2.624 -2.569 3.530
H 2.857 -1.409 2.219
H 2.870 -0.867 3.920
H 0.417 -2.119 2.553
H 0.492 -1.405 4.194
H -2.716 2.878 2.135
H -3.245 0.927 0.676
H -3.249 -0.106 2.116
H -5.206 2.204 1.575
H -5.597 0.491 1.395
H -6.388 1.505 3.582
H -5.326 0.116 3.796
H -4.655 3.071 4.138
H -4.591 1.816 5.374
H -2.620 0.794 4.341
H -2.325 2.540 4.522
H 1.751 4.353 1.865
H 1.408 4.210 3.616
H 3.855 4.197 3.168
H 3.322 2.705 3.931
H 3.695 2.736 2.191
C -1.308 -6.109 -5.333
C -0.434 -5.141 -4.598
C -0.046 -3.944 -5.206
C 0.799 -3.040 -4.557
C 1.216 -1.777 -5.244
C 1.246 -3.363 -3.269
N 2.216 -2.548 -2.618
C 2.009 -1.293 -2.108
C 0.694 -0.785 -1.711
C 0.596 0.671 -1.731
C -0.251 1.351 -0.922
C -0.333 2.800 -0.913
C -1.447 3.439 -0.321
C -1.447 4.809 -0.093
C -0.401 5.604 -0.575
C 0.638 5.009 -1.297
C 0.675 3.625 -1.478
O -0.200 -1.569 -1.332
N 3.140 -0.944 -1.471
C 3.361 0.282 -0.732
C 4.108 -1.929 -1.651
C 3.536 -2.926 -2.354
C 0.836 -4.528 -2.617
C 1.241 -4.795 -1.206
C 0.001 -5.415 -3.300
H -1.462 -7.009 -4.733
H -2.289 -5.673 -5.556
H -0.854 -6.398 -6.288
H -0.402 -3.701 -6.210
H 2.295 -1.596 -5.186
H 0.949 -1.850 -6.304
H 0.702 -0.896 -4.837
H 1.215 1.170 -2.476
H -0.953 0.802 -0.284
H -2.313 2.823 -0.058
H -2.276 5.261 0.451
H -0.419 6.683 -0.414
H 1.433 5.626 -1.719
H 1.500 3.161 -2.024
H 4.315 0.177 -0.201
H 3.408 1.158 -1.396
H 2.565 0.455 0.005
H 5.091 -1.842 -1.218
H 3.923 -3.889 -2.651
H 0.736 -5.705 -0.869
H 2.320 -4.951 -1.090
H 0.932 -3.976 -0.544
H -0.306 -6.335 -2.798
*
```

The value obtained for the HOMO-LUMO gap is 3.996 eV. Its HOMO energy is -5.5 eV. The value obtained for the LUMO energy is -1.55 eV.

Need the Mulliken charges? In units of e they are: -1.100 -0.262 -0.136 0.604 0.747 0.037 -0.791 -1.009 -0.673 -0.811 -0.748 -0.479 -0.721 -0.057 -0.137 -1.223 -0.777 0.422 0.079 0.304 0.277 0.261 0.634 0.191 0.363 0.335 0.364 0.381 0.318 0.332 0.404 0.278 0.303 0.171 0.320 0.424 0.298 0.156 -1.466 0.707 -1.058 1.213 -1.526 -0.151 0.787 0.003 0.931 -2.011 0.881 0.454 -0.255 -0.313 -0.591 -0.726 -0.614 -0.658 0.314 -0.812 -0.660 -0.442 0.822 -1.343 -1.143 0.360 0.326 0.349 0.401 0.317 0.458 0.247 0.699 0.462 0.357 0.384 0.369 0.378 0.202 0.327 0.198 0.378 0.478 0.586 0.425 0.333 0.232 0.308

4.
The following is a DFT calculation (ωB97M-V with the def2-TZVPD basis set) of a structure of composition C35H45AsKN8S3.

```
! RIJCOSX wB97M-V def2-TZVPD def2/J DEFGRID3
* xyz -1 1
K -1.767 0.122 0.734
C -7.408 1.649 2.134
S -7.109 -0.111 1.947
C -5.547 -0.205 1.055
S -4.823 1.123 0.317
N -5.170 -1.457 1.081
N -3.901 -1.690 0.628
C -3.706 -2.879 0.210
C -2.376 -3.400 -0.133
C -2.219 -4.780 -0.266
C -0.961 -5.296 -0.537
C 0.101 -4.422 -0.679
C -0.147 -3.061 -0.551
N -1.347 -2.556 -0.285
H -8.455 1.850 1.911
H -6.770 2.173 1.421
H -7.169 1.981 3.142
H -4.545 -3.573 0.126
H -3.078 -5.430 -0.145
H -0.818 -6.366 -0.631
H 1.107 -4.766 -0.880
H 0.661 -2.348 -0.660
N -2.335 3.441 -0.472
N -1.666 3.097 0.749
H -2.642 4.407 -0.468
H -3.167 2.866 -0.510
H -2.088 3.553 1.550
H -0.698 3.378 0.670
C 3.717 -2.330 -5.134
C 3.085 -1.440 -4.097
C 1.707 -1.333 -3.983
C 1.110 -0.527 -3.014
C -0.403 -0.465 -2.993
C 1.912 0.191 -2.108
As 0.884 1.338 -0.829
N 0.764 0.577 0.804
C 1.282 -0.540 1.345
C 0.645 -1.057 2.519
C 1.068 -2.224 3.126
C 2.145 -2.959 2.627
C 2.804 -2.459 1.511
C 2.402 -1.287 0.891
C 2.107 2.912 -0.708
C 2.862 3.343 0.391
C 2.993 2.571 1.684
C 3.592 4.533 0.303
C 3.607 5.312 -0.839
C 4.407 6.585 -0.915
C 2.843 4.886 -1.920
C 2.092 3.721 -1.869
C 1.277 3.349 -3.086
C 3.309 0.098 -2.226
C 4.262 0.843 -1.325
C 3.867 -0.712 -3.213
H 2.981 -2.671 -5.862
H 4.163 -3.214 -4.672
H 4.511 -1.809 -5.672
H 1.072 -1.886 -4.668
H -0.812 -1.096 -3.785
H -0.772 0.552 -3.131
H -0.808 -0.828 -2.046
H -0.180 -0.487 2.948
H 0.561 -2.574 4.022
H 2.468 -3.873 3.110
H 3.661 -2.993 1.108
H 2.933 -0.950 0.014
H 2.298 1.740 1.735
H 2.808 3.228 2.537
H 4.015 2.192 1.787
H 4.176 4.843 1.167
H 4.959 6.758 0.009
H 3.757 7.448 -1.084
H 5.125 6.554 -1.737
H 2.824 5.484 -2.828
H 1.304 4.153 -3.822
H 0.234 3.160 -2.819
H 1.657 2.441 -3.562
H 3.892 0.907 -0.303
H 4.411 1.868 -1.673
H 5.232 0.344 -1.308
H 4.950 -0.778 -3.283
S -3.188 0.522 4.242
C -3.448 -1.117 4.105
N -4.650 -1.733 4.074
C -4.539 -3.139 3.690
C -3.015 -3.367 3.616
N -2.485 -2.067 4.009
H -5.446 -1.184 3.780
H -5.029 -3.301 2.730
H -4.998 -3.785 4.441
H -2.689 -3.638 2.611
H -2.692 -4.147 4.305
H -1.541 -1.780 3.815
*
```

The value obtained for the HOMO-LUMO gap is 6.120 eV. Its HOMO energy is -3.9 eV. The value obtained for the LUMO energy is 2.26 eV.

Need the Mulliken charges? In units of e they are: 0.944 -0.784 -0.129 0.230 -0.607 -1.006 1.089 -1.355 0.651 -0.679 -0.578 -1.094 -0.430 0.507 0.296 0.240 0.234 0.289 0.437 0.402 0.492 0.681 -0.386 -0.309 0.233 0.127 0.261 0.028 -1.630 0.649 -1.372 0.162 -1.657 1.343 1.868 -0.804 0.755 -0.780 -0.529 -0.885 -0.687 0.084 -0.225 1.426 -1.837 -0.843 0.852 -1.594 -0.980 0.167 -1.581 0.743 -1.604 -0.985 0.378 0.301 0.358 0.276 0.427 0.275 0.237 0.975 0.483 0.393 0.383 0.191 -0.195 0.623 0.326 0.284 0.358 0.320 0.334 0.363 0.452 0.237 0.197 0.068 0.293 0.495 0.400 -0.373 0.065 -0.149 -0.465 0.030 -0.107 0.175 0.219 0.347 -0.189 0.384 -0.010

5.
The following is a DFT calculation (ωB97M-V with the def2-TZVPD basis set) of a structure of composition C35H45BN8RuTe.

```
! RIJCOSX wB97M-V def2-TZVPD def2/J DEFGRID3
* xyz 2 1
Ru 2.244 1.554 -0.274
C -0.099 4.206 -1.210
C -0.562 3.105 -0.334
C -1.770 3.068 0.368
C -1.737 1.895 1.071
N -0.597 1.239 0.766
N 0.157 2.010 -0.074
B 0.058 0.096 1.559
N 0.820 -0.877 0.670
C 0.729 -2.216 0.660
C 1.372 -2.678 -0.457
C 1.839 -1.538 -1.115
C 2.452 -1.582 -2.476
N 1.532 -0.445 -0.393
N 1.023 0.804 2.514
C 0.876 1.129 3.806
C 1.848 2.028 4.139
C 2.560 2.259 2.960
C 3.687 3.240 2.946
N 2.049 1.520 1.953
N -1.017 -0.741 2.299
C -0.952 -1.271 3.534
C -2.122 -1.932 3.816
C -2.910 -1.804 2.672
C -4.291 -2.318 2.460
N -2.228 -1.098 1.757
H -0.951 4.761 -1.596
H 0.464 3.817 -2.048
H 0.526 4.905 -0.650
H -2.550 3.809 0.356
H -2.447 1.485 1.768
H 0.186 -2.746 1.422
H 1.464 -3.697 -0.791
H 2.065 -2.461 -2.989
H 3.536 -1.688 -2.457
H 2.175 -0.720 -3.072
H 0.080 0.731 4.409
H 2.033 2.477 5.099
H 3.865 3.551 3.972
H 3.433 4.139 2.385
H 4.617 2.819 2.577
H -0.070 -1.148 4.139
H -2.386 -2.440 4.728
H -4.830 -2.268 3.404
H -4.281 -3.357 2.127
H -4.827 -1.729 1.716
C 2.365 5.115 -3.379
C 2.387 3.594 -3.526
C 3.284 3.237 -4.723
C 2.907 2.875 -2.287
C 3.263 1.531 -2.361
C 4.043 0.903 -1.351
C 4.495 1.608 -0.236
C 5.427 0.975 0.760
C 4.020 2.939 -0.109
C 3.197 3.539 -1.063
H 1.986 5.558 -4.299
H 3.377 5.496 -3.228
H 1.740 5.476 -2.565
H 1.381 3.224 -3.749
H 4.321 3.514 -4.523
H 2.953 3.794 -5.598
H 3.253 2.180 -4.979
H 3.017 0.982 -3.254
H 4.332 -0.131 -1.463
H 4.883 0.371 1.486
H 5.997 1.730 1.299
H 6.141 0.331 0.249
H 4.310 3.523 0.743
H 2.874 4.557 -0.907
C -6.013 -6.574 -0.581
C -5.186 -5.326 -0.505
C -3.844 -5.371 -0.141
C -3.060 -4.229 -0.091
C -1.629 -4.351 0.349
C -3.652 -2.994 -0.412
Te -2.518 -1.239 -0.379
C -5.014 -2.909 -0.755
C -5.762 -1.629 -1.034
C -5.745 -4.090 -0.806
H -5.488 -7.429 -0.158
H -6.253 -6.805 -1.621
H -6.957 -6.450 -0.051
H -3.396 -6.326 0.109
H -1.351 -5.398 0.456
H -1.470 -3.868 1.319
H -0.952 -3.884 -0.368
H -5.135 -0.819 -1.396
H -6.262 -1.279 -0.127
H -6.538 -1.809 -1.776
H -6.791 -4.039 -1.085
*
```

The value obtained for the HOMO-LUMO gap is 7.723 eV. Its HOMO energy is -13.1 eV. The value obtained for the LUMO energy is -5.42 eV.

Need the Mulliken charges? In units of e they are: -0.503 -0.751 0.446 -1.867 -0.214 1.848 -0.705 0.084 1.425 -0.460 -1.753 0.759 -1.661 -0.192 0.292 -0.371 -1.560 0.868 -1.523 -0.050 0.758 -0.331 -1.699 0.809 -1.507 -0.496 0.504 -0.310 0.275 0.482 0.605 0.997 0.582 0.506 0.298 0.275 0.856 0.486 0.477 0.308 0.217 1.117 0.522 0.514 0.208 0.259 -1.457 0.611 -1.509 1.467 -0.995 -1.231 1.029 -1.930 -0.634 -1.125 0.438 0.421 0.260 0.288 0.411 0.442 0.403 0.602 0.585 0.296 0.434 0.474 0.965 0.593 -1.570 0.495 -1.081 0.942 -0.935 -0.254 0.726 0.823 -1.746 -0.709 0.368 0.349 0.380 0.358 0.371 0.063 0.175 0.273 0.296 0.511 0.504

These records have DFT total energy values of -2954.18843 -6328.95017 -1845.73217 -5829.10867 -2186.14963 a.u., in the order they appear.
These records have ΔE to the lowest compared entry with this formula, charge and spin values of 5.2 46.7 0.0 0.0 28.6 kJ/mol, in the order they appear.